Entry 1:
Below is a 2-piece molecular cluster, C7H16BNO2S overall at a distorted geometry, with properties calculated with ωB97M-V/def2-TZVPD.

## Properties
Net charge: 0
Kohn-Sham gap: 9.23 eV
ΔE to the lowest compared entry with this formula, charge and spin: 82.1 kcal per mole
SMILES: CB(S)C[C@@H]1CO1.CNC(C)=O

Each line ends with the Löwdin charge.
Cartesian coordinates (Å):
C1 -1.38247 -3.43677 2.30737  -0.07
B1 -0.92825 -2.04943 1.76324  -0.74
S1 0.71843 -1.82077 1.02647  0.79
C2 -1.93337 -0.82574 1.81231  -0.13
C3 -2.94175 -1.01198 0.68976  -0.38
C4 -3.98621 0.20096 0.46788  0.01
O1 -4.20437 -1.30650 0.95361  -0.07
H1 -1.39122 -3.47971 3.39355  0.07
H2 -2.41120 -3.58748 1.98168  0.07
H3 -0.78876 -4.25909 1.92367  0.05
H4 0.41227 -1.04425 -0.01789  -0.15
H5 -2.52903 -0.82111 2.71950  0.12
H6 -1.45061 0.12888 1.65096  0.10
H7 -2.57881 -1.45495 -0.23171  0.15
H8 -5.03816 0.39734 0.28672  0.10
H9 -3.78168 0.12266 -0.63637  0.07
C5 1.71283 2.67106 -2.46694  -0.01
C6 2.18425 1.27281 -2.13874  -0.56
O2 1.59787 0.28209 -2.54365  0.02
N1 3.29526 1.15187 -1.36611  0.01
C7 4.11329 2.20469 -0.79578  -0.08
H10 0.82437 2.59022 -3.08420  0.08
H11 1.46440 3.22156 -1.55908  0.08
H12 2.47678 3.22101 -3.01709  0.08
H13 3.55655 0.19555 -1.18513  0.14
H14 5.13948 2.13048 -1.15911  0.08
H15 4.12923 2.12838 0.29254  0.08
H16 3.72090 3.17823 -1.06749  0.07


Entry 2:
Below is a 6-piece molecular cluster, C40H43O22SSi overall at a distorted geometry, with properties calculated with ωB97M-V/def2-TZVPD.

## Properties
Net charge: -1
Kohn-Sham gap: 2.98 eV
ΔE to the lowest compared entry with this formula, charge and spin: 2.6 kcal per mole

Each line ends with the Löwdin charge.
Cartesian coordinates (Å):
C1 2.50078 -4.10962 1.61464  -0.12
C2 2.89312 -2.97660 0.66139  -0.25
C3 2.54634 -3.26913 -0.81156  -0.21
C4 1.62635 -2.24088 -1.48704  -0.22
C5 0.13705 -2.59141 -1.37232  -0.29
C6 -0.44499 -2.41453 0.03846  -0.40
C7 -0.88565 -0.97404 0.23857  -0.37
S1 -0.13042 -0.35163 1.72440  0.70
O1 1.12735 0.29810 1.41582  -0.37
O2 -1.05405 0.43541 2.54514  -0.39
Si1 -1.80250 -3.58193 0.35453  0.44
C8 -2.56422 -3.17894 2.04113  -0.18
C9 -3.20022 -3.52319 -0.93392  -0.19
C10 -1.12626 -5.35423 0.33516  -0.18
H1 2.64522 -5.08176 1.13537  0.06
H2 1.43774 -4.02880 1.85060  0.05
H3 3.06766 -4.08668 2.54713  0.06
H4 3.97535 -2.83425 0.75097  0.09
H5 2.40552 -2.05388 0.97193  0.07
H6 3.49006 -3.26748 -1.35832  0.07
H7 2.12293 -4.27343 -0.92014  0.10
H8 1.90751 -2.14618 -2.54317  0.09
H9 1.79405 -1.26986 -1.01003  0.10
H10 -0.41255 -1.97556 -2.10697  0.10
H11 0.02114 -3.63856 -1.68426  0.08
H12 -1.96173 -0.79921 0.33429  0.07
H13 -0.46645 -0.31549 -0.52430  0.09
H14 0.17197 -1.52325 2.33661  0.07
H15 -2.93980 -2.15232 2.02233  0.02
H16 -3.37977 -3.85468 2.30545  0.02
H17 -1.78712 -3.22694 2.80629  0.02
H18 -2.85850 -3.91987 -1.89233  0.01
H19 -3.57547 -2.50709 -1.08075  0.02
H20 -4.04949 -4.13276 -0.60613  0.01
H21 -1.00433 -5.76774 1.33654  0.02
H22 -0.15340 -5.32686 -0.15970  0.00
H23 -1.76051 -6.02416 -0.25281  0.01
C11 -0.93246 4.94530 0.83174  0.07
C12 -1.19402 3.62706 0.93578  -0.19
C13 -1.66086 2.81580 -0.26123  -0.28
O3 -1.89372 1.64274 -0.07674  0.12
C14 -1.81460 3.48855 -1.54204  0.08
C15 -1.54543 4.79514 -1.62805  -0.24
C16 -1.08120 5.60006 -0.43900  -0.31
O4 -0.85640 6.78630 -0.64519  0.06
O5 -1.66002 5.50777 -2.74504  0.10
O6 -1.05686 2.97171 2.06968  0.08
H24 -0.59198 5.53401 1.67122  0.12
H25 -2.15269 2.90271 -2.38494  0.13
H26 -1.39756 6.41812 -2.50283  0.11
H27 -1.21246 1.98779 1.97301  0.07
C17 -7.30040 -4.82587 -4.72460  0.07
C18 -6.08040 -5.10741 -4.23994  -0.23
C19 -5.88108 -5.86032 -2.94172  -0.31
O7 -4.73386 -6.08190 -2.61368  0.11
C20 -7.05079 -6.25910 -2.18248  0.08
C21 -8.26522 -5.97080 -2.66664  -0.24
C22 -8.46350 -5.24547 -3.97837  -0.32
O8 -9.61711 -5.05460 -4.32737  0.09
O9 -9.40084 -6.28922 -2.05875  0.11
O10 -4.95394 -4.76462 -4.83540  0.12
H28 -7.45165 -4.29175 -5.65168  0.13
H29 -6.89986 -6.77893 -1.24717  0.14
H30 -10.11237 -5.95721 -2.64127  0.11
H31 -4.23126 -5.08001 -4.25417  0.12
C23 1.60542 6.21749 5.41673  0.07
C24 1.30609 6.49802 6.69009  -0.24
C25 0.15131 5.84394 7.41248  -0.33
O11 -0.01314 6.17380 8.57844  0.08
C26 -0.66434 4.89872 6.69903  0.06
C27 -0.37494 4.60255 5.41577  -0.23
C28 0.79458 5.25062 4.69549  -0.30
O12 0.98783 4.93529 3.53991  0.12
O13 -1.07628 3.75266 4.70532  0.13
O14 1.97707 7.36461 7.43966  0.10
H32 2.42792 6.68261 4.89217  0.13
H33 -1.49396 4.44431 7.22158  0.13
H34 -0.68100 3.64239 3.80855  0.10
H35 1.52989 7.34954 8.31004  0.11
C29 1.24181 9.25064 -1.71456  0.08
C30 0.80724 9.84799 -2.83230  -0.23
C31 1.65844 10.81813 -3.61853  -0.32
O15 1.16647 11.29123 -4.62849  0.10
C32 2.98685 11.12875 -3.13482  0.07
C33 3.42410 10.53326 -2.01637  -0.24
C34 2.57781 9.54556 -1.24072  -0.30
O16 3.08867 9.05998 -0.24877  0.11
O17 4.61815 10.74170 -1.48552  0.11
O18 -0.39530 9.64794 -3.35573  0.11
H36 0.63637 8.55223 -1.15027  0.11
H37 3.58481 11.83287 -3.69561  0.13
H38 4.65559 10.17220 -0.69003  0.12
H39 -0.43195 10.20107 -4.16027  0.12
C35 6.42040 -5.51831 0.20907  0.08
C36 6.72197 -6.74310 0.65819  -0.24
C37 6.41071 -7.99437 -0.13081  -0.32
O19 6.74995 -9.05474 0.36808  0.09
C38 5.73950 -7.86614 -1.40426  0.07
C39 5.42986 -6.64054 -1.85439  -0.23
C40 5.76993 -5.38650 -1.07925  -0.30
O20 5.46218 -4.33004 -1.59406  0.10
O21 4.81041 -6.40809 -2.99757  0.12
O22 7.31796 -6.98091 1.81927  0.11
H40 6.63732 -4.61803 0.76623  0.14
H41 5.50341 -8.76710 -1.95212  0.13
H42 4.70370 -5.43609 -3.05319  0.12
H43 7.40698 -7.95264 1.87547  0.11


Entry 3:
Below is one molecule with the formula C5H7NO, with properties calculated with ωB97M-V/def2-TZVPD.

## Properties
Net charge: 0
Kohn-Sham gap: 10.18 eV
ΔE to the lowest compared entry with this formula, charge and spin: 76.7 kcal per mole
SMILES: OCC#C[C@H]1CN1

Each line ends with the Löwdin charge.
Cartesian coordinates (Å):
O1 -0.50382 0.44430 3.24045  -0.06
C1 -1.35093 0.09116 2.16632  -0.28
C2 -0.63157 -0.15778 0.90689  0.01
C3 -0.01584 -0.39262 -0.10479  0.02
C4 0.72159 -0.65958 -1.32125  -0.33
C5 0.55709 0.26180 -2.47916  -0.15
N1 1.80379 0.24322 -1.73100  0.02
H1 0.15835 -0.25227 3.33241  0.09
H2 -1.95903 -0.79462 2.40568  0.12
H3 -2.04074 0.93088 2.03955  0.12
H4 0.93013 -1.70860 -1.51985  0.13
H5 -0.12567 1.09849 -2.35148  0.11
H6 0.60838 -0.14058 -3.48844  0.10
H7 1.84828 1.03619 -1.09534  0.10


Entry 4:
Below is C28H18F3N3O4SW as an isolated structure at a distorted geometry, with properties calculated with ωB97M-V/def2-TZVPD.

## Properties
Net charge: +2
Kohn-Sham gap: 6.18 eV
ΔE to the lowest compared entry with this formula, charge and spin: 91.4 kcal per mole

Each line ends with the Löwdin charge.
Cartesian coordinates (Å):
W1 -0.08510 0.05503 0.13166  1.59
O1 3.47319 3.41253 -0.10528  0.13
C1 4.15403 2.30233 0.16144  -0.22
C2 5.52406 2.44441 0.37957  0.03
C3 6.27942 1.35154 0.72225  0.00
C4 5.71544 0.06302 0.85151  -0.04
C5 4.39232 -0.10740 0.58996  0.00
C6 3.58202 1.00319 0.22291  -0.08
C7 2.25386 0.77929 -0.15528  -0.38
O2 1.74937 -0.43865 -0.27300  -0.12
N1 1.29784 1.75695 -0.27260  -0.03
N2 0.28678 1.46334 -1.20053  -0.11
C8 -0.88052 1.96811 -0.51915  -0.22
C9 -2.04639 1.88218 -1.44464  -0.18
C10 -2.75883 2.95508 -1.95168  0.01
C11 -3.73750 2.72865 -2.91502  -0.03
C12 -4.00311 1.44546 -3.37701  -0.03
C13 -3.31789 0.34976 -2.85739  0.03
C14 -2.37279 0.63567 -1.91562  -0.19
O3 -1.69931 -0.45094 -1.19464  -0.11
H1 2.51635 3.23969 -0.15571  0.10
H2 5.95648 3.43192 0.28481  0.14
H3 7.33944 1.48411 0.89875  0.13
H4 6.33349 -0.77436 1.14125  0.12
H5 3.93818 -1.08727 0.64141  0.12
H6 -0.71276 2.91567 -0.03108  0.12
H7 -2.53581 3.96010 -1.61437  0.13
H8 -4.29038 3.56606 -3.31851  0.12
H9 -4.75311 1.28522 -4.13981  0.12
H10 -3.51978 -0.66390 -3.17874  0.14
O4 -0.11744 -1.90473 0.75259  -0.28
N3 0.38544 -2.24228 1.95282  -0.16
C15 0.65154 -3.54633 2.15563  0.03
C16 1.13107 -3.95512 3.37180  0.00
C17 1.32346 -3.01130 4.37873  -0.01
C18 1.04239 -1.68170 4.13519  -0.04
C19 0.57191 -1.29361 2.88897  -0.56
S1 0.26151 0.37803 2.46548  0.79
H11 0.46019 -4.19519 1.31466  0.16
H12 1.35095 -5.00155 3.52646  0.13
H13 1.69617 -3.31647 5.34739  0.13
H14 1.18605 -0.92175 4.89126  0.13
F1 -8.35665 -3.03194 3.65226  0.18
C20 -8.42341 -2.19313 2.61899  -0.60
F2 -9.02169 -2.82065 1.60435  0.18
F3 -9.16704 -1.14798 2.96770  0.17
C21 -7.02632 -1.77186 2.18846  -0.04
C22 -6.75268 -0.43145 1.92794  0.04
C23 -5.50598 -0.08072 1.46622  0.05
C24 -4.53202 -1.08612 1.25612  -0.20
C25 -4.81814 -2.43935 1.56504  0.04
C26 -6.06566 -2.77384 2.02657  0.03
C27 -3.34927 -0.76410 0.62801  0.17
C28 -2.25000 -0.52447 0.09062  -0.20
H15 -7.51433 0.31761 2.09152  0.14
H16 -5.25951 0.95171 1.25603  0.14
H17 -4.05543 -3.19370 1.42352  0.13
H18 -6.31237 -3.80020 2.26471  0.14